one) Computed, not measured: 10 unconnected molecules or ions with the total composition C6H31NO10, with ωB97M-V with the def2-TZVPD basis set.

## Properties
SMILES = CC(C)CCNC=O.O.O.O.O.O.O.O.O.O
HOMO energy = -0.3689 Ha
LUMO level = 0.22 eV
Orbital gap = 10.253 eV
Molar mass = 277.31 g/mol

Each line ends with the natural charge from an NBO analysis.
Positions of all 48 atoms, in Å:
C (2.1711, 3.8883, 1.9681)  -0.61
C (1.0199, 3.1224, 1.3504)  -0.24
C (-0.2338, 3.9453, 1.0229)  -0.60
C (1.5113, 2.3891, 0.0978)  -0.43
C (0.9531, 1.0137, -0.2084)  -0.22
N (1.3584, 0.0314, 0.8585)  -0.66
C (2.6032, -0.5603, 0.8767)  0.53
O (2.8127, -1.3744, 1.7631)  -0.67
H (3.0064, 3.1832, 2.0036)  0.21
H (2.6810, 4.7243, 1.4913)  0.21
H (1.9531, 4.2173, 2.9882)  0.21
H (0.7180, 2.3163, 2.0582)  0.21
H (-0.7050, 4.6255, 1.6629)  0.22
H (-1.0457, 3.2685, 0.6402)  0.20
H (0.0785, 4.7232, 0.2113)  0.20
H (1.6460, 3.0052, -0.7816)  0.23
H (2.6420, 2.2876, 0.1386)  0.21
H (-0.1214, 0.9313, -0.0606)  0.19
H (1.1925, 0.5941, -1.2187)  0.22
H (0.8194, -0.1559, 1.7015)  0.43
H (3.3335, -0.2770, 0.0827)  0.14
O (0.9424, -2.4042, 3.3204)  -1.00
H (1.6854, -2.5034, 2.6999)  0.51
H (1.0834, -2.9552, 4.0923)  0.48
O (-2.7209, -1.9343, 0.4968)  -0.97
H (-2.4928, -2.1540, -0.4200)  0.48
H (-2.6122, -2.8355, 0.8521)  0.48
O (-0.4477, -2.4850, -1.1350)  -0.94
H (0.2554, -1.9402, -0.7595)  0.49
H (-0.0217, -3.0213, -1.8275)  0.49
O (-4.0987, 0.7769, -1.0661)  -0.96
H (-4.9349, 0.3067, -0.9443)  0.48
H (-3.7463, 0.7420, -0.1645)  0.48
O (-1.7326, 0.5917, -2.3233)  -0.98
H (-1.5116, 0.6919, -1.3936)  0.48
H (-2.6674, 0.9084, -2.4660)  0.51
O (-1.4778, -1.4030, -4.0718)  -0.99
H (-2.0443, -2.1115, -4.3755)  0.47
H (-1.8961, -0.7534, -3.4902)  0.50
O (-0.4110, 0.1925, 3.1427)  -0.95
H (0.3809, 0.3267, 3.6771)  0.48
H (-0.4324, -0.7692, 2.9661)  0.50
O (1.2472, 1.0327, -5.0044)  -0.95
H (0.6658, 1.6530, -4.5494)  0.47
H (0.7061, 0.2324, -4.9929)  0.48
O (-1.0086, -4.6985, 0.1209)  -0.98
H (-0.5850, -3.9627, -0.3833)  0.48
H (-0.3182, -4.8793, 0.7736)  0.46


two) Computed, not measured: 10 unconnected molecules or ions with the total composition C6H31NO10, with ωB97M-V with the def2-TZVPD basis set.

## Properties
SMILES = CCN(C)[C@H](C)C=O.O.O.O.O.O.O.O.O.O
HOMO energy = -0.3029 Ha
LUMO level = 0.15 eV
Orbital gap = 8.397 eV
Molar mass = 277.31 g/mol

Each line ends with the natural charge from an NBO analysis.
Positions of all 48 atoms, in Å:
C (0.6798, 3.0201, 1.4024)  -0.63
C (0.0109, 1.6671, 1.2555)  -0.22
N (0.3553, 0.7513, 2.3557)  -0.47
C (1.7375, 0.6989, 2.8169)  -0.43
C (-0.4704, -0.5017, 2.2979)  -0.17
C (-1.0187, -0.9447, 3.6418)  -0.64
C (0.1759, -1.7330, 1.7236)  0.47
O (1.3307, -1.7922, 1.3213)  -0.61
H (0.2372, 3.7188, 0.6785)  0.21
H (1.7342, 3.0349, 1.1165)  0.20
H (0.5495, 3.2320, 2.4676)  0.22
H (0.3806, 1.0777, 0.3994)  0.16
H (-1.0634, 1.8541, 1.0942)  0.23
H (1.7361, 0.3783, 3.8647)  0.19
H (2.2005, 1.6943, 2.8456)  0.21
H (2.3658, -0.0293, 2.2994)  0.19
H (-1.2869, -0.1735, 1.6524)  0.25
H (-0.3737, -1.5874, 4.2615)  0.21
H (-0.9830, -0.0719, 4.3043)  0.25
H (-1.9919, -1.4593, 3.5968)  0.23
H (-0.4584, -2.6162, 1.5129)  0.15
O (0.1644, 2.8716, -2.1567)  -0.97
H (0.9861, 2.5107, -1.8021)  0.49
H (0.1919, 3.8300, -2.0345)  0.48
O (3.6844, -2.7947, -0.8817)  -0.95
H (3.5690, -2.0784, -1.5172)  0.47
H (3.5177, -2.5335, 0.0409)  0.49
O (1.5683, -0.3927, -0.9333)  -0.98
H (2.0603, -1.1303, -1.2784)  0.46
H (1.5574, -0.5340, 0.0262)  0.49
O (-1.0449, 0.1640, -2.0911)  -0.97
H (-0.9490, -0.1331, -2.9749)  0.49
H (-0.2960, 0.7621, -1.9988)  0.50
O (0.4095, -1.2794, -4.1001)  -0.97
H (0.2134, -1.7924, -3.3229)  0.50
H (1.2032, -0.7662, -4.0634)  0.48
O (-2.3859, 2.5836, -2.6234)  -0.97
H (-1.8084, 1.8248, -2.5348)  0.49
H (-1.8407, 3.3553, -2.4933)  0.46
O (-2.2376, -2.2756, -1.0576)  -1.01
H (-2.0004, -1.3678, -1.3041)  0.52
H (-3.1395, -2.5523, -1.1305)  0.48
O (0.6285, -3.9087, -2.1436)  -0.97
H (-0.2612, -3.6101, -1.9619)  0.49
H (1.1863, -3.8506, -1.3635)  0.49
O (-3.2695, 1.1144, -0.2142)  -0.94
H (-3.8991, 0.4492, 0.0718)  0.45
H (-3.6561, 1.3157, -1.0657)  0.49


How do the structures above rank in stability at the extremes? one) comes first and two) comes last.